The following is a quantum chemistry calculation of a cluster of 8 separate species, C44H46N6O18 in total at a distorted geometry, from OMol25.

```
! wB97M-V def2-TZVPD RIJCOSX def2/J DEFGRID3
* xyz 0 1
C 5.97074 -4.81566 0.61457
C 5.26939 -4.10409 -0.46653
O 4.11277 -3.38115 -0.05281
C 2.99461 -4.07605 0.19860
O 2.97337 -5.23034 0.44480
O 1.87486 -3.37400 0.21671
C 1.87408 -1.94482 0.02288
H 5.36252 -5.63256 1.02442
H 6.28992 -4.10444 1.41648
H 6.92267 -5.31804 0.24625
H 4.94522 -4.90074 -1.19458
H 5.92771 -3.33030 -0.94056
H 2.58129 -1.39689 0.67019
H 0.83876 -1.59421 0.09939
H 2.27243 -1.74576 -0.93295
C 1.31780 5.25089 -0.36329
C 0.70028 4.39112 -1.41539
O 1.40496 3.08507 -1.57183
C 1.25275 2.08883 -0.68704
O 1.83392 1.04216 -0.77920
O 0.49503 2.42609 0.34860
C 0.10041 1.36397 1.26008
H 0.83650 6.22033 -0.28814
H 2.35722 5.40556 -0.53009
H 1.19326 4.84433 0.62961
H 0.84863 4.85580 -2.38610
H -0.35415 4.07938 -1.37733
H -0.51474 1.86235 1.98191
H 0.95958 0.79289 1.53182
H -0.53713 0.64219 0.72330
C -1.75356 -4.38216 1.08980
C -0.72884 -4.50757 2.00880
C -0.23609 -3.36772 2.64234
C -0.86762 -2.15802 2.42131
C -1.93949 -1.98530 1.56513
C -2.35140 -3.10564 0.85978
N -0.39737 -0.98582 3.12090
O 0.80598 -1.01483 3.39137
O -1.09846 -0.04185 3.44577
H -2.04565 -5.29702 0.55968
H -0.33274 -5.47526 2.15282
H 0.61591 -3.47389 3.31655
H -2.31373 -0.95757 1.32080
H -3.04739 -2.98651 0.09545
C 3.09678 1.78623 2.30348
C 3.69483 2.83362 1.67824
C 3.41607 4.14433 2.06930
C 2.50448 4.40148 3.09843
C 1.84929 3.39427 3.79155
C 2.21570 2.09893 3.34363
N 2.26101 5.75939 3.44891
O 2.49639 6.62622 2.62956
O 2.00393 6.00547 4.62410
H 3.26766 0.77519 2.11080
H 4.26834 2.72006 0.78566
H 3.93718 4.94984 1.54430
H 1.10467 3.46925 4.53059
H 1.62728 1.31746 3.90511
C -1.39303 -1.27987 -2.55620
C -0.29404 -1.50660 -3.46353
C 0.38194 -0.41835 -3.93158
C -0.02164 0.85332 -3.53153
C -1.03396 1.09342 -2.68127
C -1.74729 -0.00326 -2.21332
N 0.60081 1.96902 -4.15712
O 0.08038 3.06264 -4.11765
O 1.67079 1.82407 -4.63177
H -2.01827 -2.15244 -2.38114
H -0.00454 -2.49378 -3.77979
H 1.18437 -0.58992 -4.66616
H -1.18436 2.11130 -2.35402
H -2.55983 0.21411 -1.50284
C -1.35820 4.80491 3.74950
C -2.14850 3.84731 4.47373
C -2.91157 2.86733 3.82964
C -2.83863 2.83511 2.47436
C -2.04916 3.68771 1.70293
C -1.29818 4.64354 2.36019
N -3.48219 1.74863 1.74411
O -3.21406 1.62714 0.55700
O -4.17636 0.87711 2.29196
H -0.87207 5.60548 4.22935
H -2.30210 3.82914 5.54643
H -3.44372 2.16109 4.38470
H -2.02169 3.58216 0.64181
H -0.59399 5.29441 1.86909
C 1.85525 -8.78490 -1.69042
C 1.26710 -9.01029 -2.89301
C 0.26088 -8.16625 -3.39082
C -0.01159 -7.04066 -2.69760
C 0.61187 -6.67038 -1.51302
C 1.57024 -7.58133 -1.04342
N -0.88476 -5.99495 -3.39781
O -1.63691 -6.30264 -4.34503
O -0.79583 -4.88367 -2.93534
H 2.70918 -9.33821 -1.31445
H 1.60320 -9.79304 -3.47729
H -0.09835 -8.40577 -4.32777
H 0.47077 -5.74691 -0.94328
H 2.14917 -7.39016 -0.14168
C -4.90031 2.23539 -3.06052
C -3.72231 2.84601 -3.11659
C -3.42652 3.84118 -2.12738
C -4.42924 4.21438 -1.31526
C -5.69874 3.69849 -1.35630
C -5.92842 2.61363 -2.14308
N -4.13094 5.41407 -0.33353
O -3.15317 6.13947 -0.53676
O -4.85201 5.37777 0.64052
H -5.17379 1.49031 -3.78422
H -3.00467 2.59568 -3.93103
H -2.47943 4.33519 -2.21890
H -6.38145 4.01907 -0.60294
H -6.89793 2.24924 -2.18793
*
```

DFT total energy in Eh: -3386.5074
Structure (SMILES): O=[N+]([O-])c1ccccc1.O=[N+]([O-])c1ccccc1.O=[N+]([O-])c1ccccc1.O=[N+]([O-])c1ccccc1.O=[N+]([O-])c1ccccc1.O=[N+]([O-])c1ccccc1.CCOC(=O)OC.CCOC(=O)OC
LUMO level in hartree: -0.033
Energy above the lowest of the compared OMol25 structures with the same formula, charge and spin in kcal per mole: 1.5
Largest force on an atom in Eh/bohr: 0.0716

=====

The following is a quantum chemistry calculation of a structure of composition C44H46N7O3Se2TaTe at a distorted geometry, from OMol25.

```
! wB97M-V def2-TZVPD RIJCOSX def2/J DEFGRID3
* xyz 2 1
Ta -0.69781 -0.22932 -0.27145
C -0.04016 -4.79446 -1.56341
N 0.29120 -3.94369 -0.42206
C 0.27979 -4.70046 0.83456
C 1.53525 -3.26548 -0.55115
C 2.59625 -3.80929 -1.27961
C 3.83884 -3.20005 -1.31442
C 4.05880 -2.03603 -0.59506
C 3.01391 -1.46857 0.11050
C 1.74876 -2.04973 0.11550
N 0.65581 -1.34153 0.73064
C 0.72656 -1.17844 2.13486
C 1.80343 -1.57293 2.93020
C 1.76953 -1.33867 4.29717
C 0.66989 -0.73867 4.89009
C -0.43131 -0.40520 4.11559
C -0.39528 -0.62815 2.75078
N -1.56098 -0.49132 1.87220
C -2.29183 -1.80070 2.01014
C -2.50341 0.56345 2.33399
H 0.54566 -5.72170 -1.59894
H -1.09242 -5.07126 -1.52072
H 0.11991 -4.24310 -2.48989
H 1.06928 -5.46336 0.85623
H 0.43188 -4.02587 1.67937
H -0.67626 -5.20667 0.96480
H 2.44947 -4.74018 -1.81044
H 4.64085 -3.64802 -1.88714
H 5.03041 -1.55895 -0.60262
H 3.15371 -0.52917 0.63077
H 2.66198 -2.05624 2.49069
H 2.61349 -1.63788 4.90564
H 0.65189 -0.56285 5.95741
H -1.30710 0.01569 4.59029
H -2.45751 -1.99347 3.07030
H -3.24502 -1.73750 1.49862
H -1.69127 -2.59946 1.58096
H -2.91590 0.28565 3.30246
H -3.31417 0.64969 1.61980
H -1.98516 1.51550 2.41730
Se 1.29486 -0.58003 -2.37097
Se 1.76362 1.53459 -3.30041
C 3.00579 2.11969 -1.96549
C 3.92794 3.09883 -2.32783
C 4.78108 3.57422 -1.34929
C 4.69715 3.04728 -0.06627
C 3.75405 2.06750 0.17932
N 2.90259 1.61258 -0.74737
C 0.43388 -1.10143 -4.05461
C 1.28126 -1.50550 -5.07567
C 0.69253 -1.88707 -6.27152
C -0.68845 -1.85407 -6.38066
C -1.43061 -1.43584 -5.28839
N -0.87123 -1.05605 -4.13907
H 3.98641 3.46160 -3.34624
H 5.51910 4.32891 -1.58927
H 5.36233 3.37694 0.72013
H 3.66785 1.62096 1.16502
H 2.35429 -1.52526 -4.94011
H 1.30583 -2.21098 -7.10164
H -1.18418 -2.14878 -7.29569
H -2.51373 -1.40049 -5.32685
C 0.54927 5.84900 2.19989
N 0.62556 4.39227 2.16420
N 0.11656 3.65056 1.12881
C 0.43342 2.35485 1.34574
O 0.06856 1.41905 0.53108
C 1.15265 2.27718 2.53763
C 1.25571 3.57118 3.01801
C 1.92817 4.07359 4.24492
C -0.62481 4.24490 0.05669
C -1.92705 4.66851 0.28359
C -2.62241 5.27053 -0.75249
C -2.01785 5.43352 -1.99515
C -0.71753 4.99642 -2.20745
C -0.00825 4.40256 -1.17270
H 0.48016 6.23145 1.18644
H 1.45910 6.22836 2.65655
H -0.31510 6.18120 2.77291
H 1.54640 1.38411 2.99621
H 2.30324 3.23517 4.82556
H 1.23852 4.64447 4.86791
H 2.77206 4.71913 3.99344
H -2.39008 4.51490 1.25115
H -3.63799 5.60912 -0.59279
H -2.56598 5.90618 -2.79993
H -0.25142 5.12220 -3.17647
H 1.01183 4.06572 -1.30541
Te -2.71659 -1.52843 -1.47249
C -3.83848 -3.06349 -0.53806
C -5.21364 -2.85990 -0.48272
C -6.03365 -3.83467 0.07055
C -5.48690 -5.01254 0.56060
C -4.11505 -5.21817 0.49386
C -3.29274 -4.24558 -0.05632
H -5.65008 -1.94640 -0.86988
H -7.10289 -3.67228 0.11236
H -6.12880 -5.77280 0.98675
H -3.68534 -6.14037 0.86553
H -2.22709 -4.40017 -0.10978
O -2.47410 1.50814 -0.24553
C -2.07429 1.75846 -1.38957
O -1.13595 1.03446 -1.89318
H -2.48046 2.56840 -2.00152
*
```

DFT total energy in Eh: -7440.7921
LUMO level in hartree: -0.220
Energy above the lowest of the compared OMol25 structures with the same formula, charge and spin in kcal per mole: 23.5
Largest force on an atom in Eh/bohr: 0.0292

=====

The following is a quantum chemistry calculation of a cluster of 3 separate species, C44H47ClF16N4O7 in total at a distorted geometry, from OMol25.

```
! wB97M-V def2-TZVPD RIJCOSX def2/J DEFGRID3
* xyz 0 1
C -2.32209 -0.31023 1.59159
C -1.79977 -1.83533 1.71263
Cl -1.94436 -2.49590 3.41731
C -0.26896 -1.86011 1.13862
C -0.44008 -1.89950 -0.47456
C -0.91322 -3.26267 -1.11004
C -1.16944 -4.55321 -0.21264
C -2.57204 -5.27920 -0.47117
O -3.56059 -4.62998 -0.90475
N -2.61147 -6.73482 -0.22238
C -2.46727 -7.05832 1.23197
C -3.82059 -7.36174 -0.83159
C -1.10799 -3.22139 -2.66836
C -0.84184 -1.92061 -3.51870
C -0.33703 -0.59681 -2.84720
C -0.06994 0.65037 -3.78450
C 1.22442 0.76292 -4.68155
C 1.21054 2.07485 -5.53091
C 0.12028 3.15971 -5.49831
N -1.02375 3.00287 -4.67366
C -1.05428 1.82965 -3.88252
C -0.14123 -0.62106 -1.29578
C 0.34532 0.77426 -0.63823
C 1.93055 0.75465 -0.29178
C 2.22937 1.01972 1.26256
N 3.70456 1.29143 1.51706
C 4.02638 0.73809 2.88604
C 3.33602 1.54517 4.07516
C 3.94298 2.92563 4.51165
C 3.36377 3.76331 5.68754
C 2.12025 3.28399 6.51657
C 1.50038 1.91031 6.07320
C 2.09931 1.06750 4.88954
O 1.47066 -0.17956 4.58489
C -1.13601 -2.02943 -5.10414
O -0.44372 -1.47437 -5.98788
C -2.39545 -2.97657 -5.46963
O -3.22891 -2.57722 -6.55810
C -2.64098 -4.16066 -4.69794
C -3.91484 -5.05732 -5.03686
C -3.60247 -6.60808 -5.32961
N -4.19393 -7.55001 -4.30311
C -1.63582 -4.51539 -3.48143
O -1.26168 -5.68172 -3.21073
H -1.65119 0.32487 2.26898
H -2.13220 0.02832 0.51538
H -3.43777 -0.19009 1.79381
H -2.48115 -2.46929 1.02627
H 0.31326 -2.77471 1.51912
H 0.18673 -0.86264 1.45595
H -1.07961 -4.37973 0.91172
H -0.34207 -5.31437 -0.49048
H -2.93785 -8.06011 1.52253
H -1.33339 -7.15831 1.44638
H -2.82820 -6.17224 1.85784
H -3.60290 -8.48323 -1.00530
H -4.72503 -7.31323 -0.13359
H -4.04485 -6.92445 -1.87415
H 2.03899 -0.02662 -4.71908
H 2.09483 2.24604 -6.24723
H 0.22562 4.08530 -6.14775
H -1.97595 1.73735 -3.19118
H 0.08314 1.67204 -1.31827
H -0.19706 0.99579 0.35705
H 2.29673 -0.30960 -0.56767
H 2.45856 1.51764 -0.97725
H 1.63119 1.95086 1.56565
H 1.97813 0.11267 1.93863
H 4.17864 0.62555 0.87549
H 5.16690 0.85850 3.03144
H 3.81493 -0.38746 2.97524
H 4.87073 3.31459 3.95998
H 3.84111 4.74610 6.00159
H 1.71258 3.89735 7.39377
H 0.61049 1.54709 6.69331
H 0.53552 -0.05082 4.31385
H -2.74518 -2.64816 -7.41508
H -4.61563 -4.98175 -4.11581
H -4.52110 -4.62486 -5.91373
H -2.47340 -6.74000 -5.45989
H -4.14971 -6.86586 -6.31726
H -4.89249 -7.06081 -3.71879
H -4.76560 -8.23533 -4.83826
C -5.97146 1.16569 -4.48664
C -6.98179 2.15913 -3.87454
C -7.89939 2.88180 -4.86500
F -7.22603 3.62727 -5.75729
F -8.72641 3.73331 -4.20134
F -6.31266 3.04074 -3.09339
F -7.77753 1.44014 -3.02656
O -4.63307 1.63589 -4.70414
C -4.38076 2.35306 -5.89765
C -4.00364 3.81799 -5.64141
F -4.96095 4.47118 -4.94397
F -3.84935 4.49043 -6.81118
F -5.42961 2.21403 -6.73310
F -3.34416 1.72428 -6.49676
H -5.84988 0.36870 -3.74693
H -6.37033 0.66082 -5.37072
H -8.52680 2.16882 -5.40899
H -3.07096 3.88752 -5.07737
C 9.46947 5.90124 7.58680
C 8.98643 4.95059 6.47099
C 7.55545 5.17087 5.97261
F 6.63417 5.01735 6.93918
F 7.25115 4.26363 5.00647
F 9.17375 3.67076 6.87277
F 9.82483 5.13292 5.40716
O 9.39461 5.42309 8.93830
C 8.15533 5.55419 9.60613
C 7.51130 4.20076 9.93347
F 7.32261 3.45168 8.82683
F 6.29154 4.37426 10.49978
F 7.34781 6.36643 8.89735
F 8.42198 6.21052 10.75891
H 10.54163 6.03951 7.41890
H 9.04504 6.90419 7.48946
H 7.44076 6.16834 5.53693
H 8.13613 3.62929 10.62347
*
```

DFT total energy in Eh: -4508.0292
Structure (SMILES): C[C@H](Cl)Cc1c(CC(=O)N(C)C)c2c(c(-c3cccnc3)c1CCCNCc1ccccc1O)C(=O)C(O)=C(CCN)C2=O.FC(F)C(F)(F)COC(F)(F)C(F)F.FC(F)C(F)(F)COC(F)(F)C(F)F
LUMO level in hartree: -0.041
Largest force on an atom in Eh/bohr: 0.1125

=====

The following is a quantum chemistry calculation of a structure of composition C44H48AuBF10N3O2P2 at a distorted geometry, from OMol25.

```
! wB97M-V def2-TZVPD RIJCOSX def2/J DEFGRID3
* xyz 1 1
Au 0.63279 0.95841 -0.61083
C -2.74335 0.77631 3.76207
N -1.80273 1.26416 2.77165
C -2.41963 1.97528 1.67382
C -0.45290 1.13629 2.87485
N 0.32510 1.24416 1.83680
N 0.01746 0.84587 4.14504
C 1.31447 0.21742 4.29026
C -0.31225 1.74539 5.24396
H -3.51675 0.19703 3.25129
H -3.23667 1.60208 4.28350
H -2.25009 0.13867 4.48829
H -2.87083 2.90553 2.03480
H -3.21217 1.37357 1.22498
H -1.66320 2.20181 0.92946
H 1.29658 1.25880 2.12401
H 2.14354 0.93766 4.27913
H 1.46623 -0.51731 3.50250
H 1.33703 -0.29979 5.24982
H -1.17543 2.35322 4.99147
H 0.52918 2.41628 5.44763
H -0.52591 1.17835 6.15136
F 6.82654 0.53164 -1.53620
C 5.48728 0.61302 -1.45058
C 4.73901 -0.54688 -1.49593
C 3.35663 -0.45729 -1.37426
C 2.72663 0.77195 -1.19159
C 3.51220 1.92384 -1.22146
C 4.89589 1.85547 -1.34231
H 5.23432 -1.50151 -1.61984
H 2.78820 -1.37151 -1.43003
H 3.05149 2.89726 -1.16028
H 5.50914 2.74735 -1.34976
C 0.59882 5.03984 -3.46692
C 0.46062 3.65679 -2.83363
P 0.41864 3.59554 -0.99287
C -1.14587 4.50609 -0.62865
C -1.24119 5.07301 0.78803
C 1.70657 4.81005 -0.45663
C 2.23227 4.49843 0.94592
H 0.68468 4.92964 -4.54711
H 1.48806 5.56004 -3.11441
H -0.26863 5.66910 -3.27248
H 1.29011 3.01704 -3.14563
H -0.46313 3.17283 -3.16097
H -1.95966 3.80470 -0.81036
H -1.22109 5.31215 -1.36082
H -1.00611 4.31622 1.53573
H -2.25292 5.43603 0.96624
H -0.56014 5.91221 0.92618
H 1.25065 5.80060 -0.49557
H 2.52377 4.78571 -1.17816
H 1.42372 4.49015 1.67639
H 2.96250 5.24660 1.25200
H 2.71434 3.52086 0.96761
O -2.18263 -0.25619 -0.80307
B -1.39678 0.80058 -1.22291
O -2.18604 1.81292 -1.73291
C -3.49265 1.39399 -1.58577
C -4.65808 2.06324 -1.88366
C -5.84623 1.39771 -1.60107
C -5.84746 0.12730 -1.03674
C -4.66393 -0.53396 -0.72505
C -3.49109 0.12626 -1.01645
H -4.64292 3.05646 -2.31049
H -6.78656 1.87971 -1.82867
H -6.78927 -0.36575 -0.84103
H -4.66258 -1.51592 -0.27620
F -5.88658 -4.12052 0.02085
C -4.97664 -4.44541 0.96040
F -5.44227 -3.98413 2.13295
F -4.95458 -5.78481 1.03818
C -3.62659 -3.87277 0.62436
C -2.84838 -3.27518 1.60608
C -1.63814 -2.70300 1.26061
C -1.19262 -2.74094 -0.06062
C -1.97686 -3.34710 -1.03714
C -3.18769 -3.92312 -0.69285
P 0.32714 -1.81402 -0.45078
C 0.77898 -2.49091 -2.09030
C 0.24856 -1.82479 -3.19475
C 0.55087 -2.23846 -4.47975
C 1.39247 -3.32487 -4.66329
C 1.93241 -3.99218 -3.57242
C 1.62974 -3.57374 -2.28766
C 1.77344 -3.76079 -6.05293
F 2.98616 -3.28408 -6.39197
F 0.90571 -3.32165 -6.97702
F 1.83335 -5.09731 -6.15680
C 1.50834 -2.56081 0.72667
C 1.50759 -3.92129 1.02881
C 2.43174 -4.42983 1.92455
C 3.33041 -3.57519 2.54897
C 3.33578 -2.21837 2.26152
C 2.42607 -1.71538 1.34577
C 4.34530 -4.12570 3.51547
F 3.88576 -5.20478 4.16612
F 5.46994 -4.49378 2.87536
F 4.69904 -3.21913 4.44173
H -3.20134 -3.24141 2.62760
H -1.03479 -2.21071 2.01485
H -1.65089 -3.36987 -2.06786
H -3.80452 -4.39303 -1.44696
H -0.39563 -0.96701 -3.03896
H 0.14353 -1.71828 -5.33532
H 2.58910 -4.83656 -3.73177
H 2.07231 -4.08895 -1.44668
H 0.78731 -4.58383 0.56529
H 2.45617 -5.48881 2.14112
H 4.04608 -1.56730 2.75260
H 2.42655 -0.66278 1.09247
*
```

DFT total energy in Eh: -3862.0234
LUMO level in hartree: -0.165
Energy above the lowest of the compared OMol25 structures with the same formula, charge and spin in kcal per mole: 12.0
Largest force on an atom in Eh/bohr: 0.0329

=====

Which of these has the highest largest force on an atom?
C44H47ClF16N4O7

=====

Among the records above, which one has the lowest LUMO level?
C44H46N7O3Se2TaTe

=====

Number 3 is which compound?
C44H47ClF16N4O7

=====

Number 3 is which compound?
C44H47ClF16N4O7